[1]
ORCA calculation (the ωB97M-V functional and the def2-TZVPD basis) on C3H5N3 in the gas phase.

Output
SMILES string	[H]/N=C(/C#C)NN
highest occupied orbital energy	-9.1	eV
electronic energy	-7659.0956	eV

The geometry in ORCA input format:
```
! wB97M-V def2-TZVPD RIJCOSX def2/J DEFGRID3
* xyz 0 1
H 1.50456 1.97874 -0.03757
N 0.45595 1.93808 0.04531
C 0.21439 0.65221 0.02092
C -1.13264 0.15142 0.00251
C -2.24089 -0.30504 -0.02907
N 1.14084 -0.32382 -0.10327
N 0.94758 -1.67456 0.07415
H -3.22067 -0.65778 -0.05622
H 2.10800 -0.00896 -0.12318
H 0.45974 -2.06126 -0.70351
H 0.29263 -1.82028 0.84102
*
```

---

[2]
ORCA calculation (the ωB97M-V functional and the def2-TZVPD basis) on 2 unconnected molecules or ions with the total composition C5H12OS.

Output
highest occupied orbital energy	-8.8	eV
electronic energy	-18258.9778	eV

The geometry in ORCA input format:
```
! wB97M-V def2-TZVPD RIJCOSX def2/J DEFGRID3
* xyz 0 1
C 1.40553 -1.12452 -0.03862
C -0.69619 -0.31074 -1.33384
C 0.80764 1.43972 -0.47793
C -0.50417 0.02613 1.05491
C 0.28376 0.00646 -0.26506
O -1.22406 1.15029 1.22438
S -1.47981 -1.57820 1.47426
H 1.97079 -1.19953 -1.02301
H 0.76376 -2.01845 -0.05540
H 2.10371 -0.87976 0.80450
H -1.41320 -1.15306 -1.10901
H -0.28335 -0.58479 -2.32358
H -1.35359 0.58076 -1.24742
H 1.18869 1.59851 -1.52491
H -0.06731 2.06008 -0.21987
H 1.56139 1.66234 0.27740
H 0.72297 -0.04081 2.16410
H -1.53347 1.30942 0.23615
H -2.25309 -0.94384 2.38294
*
```

---

Number 1: Kohn-Sham gap 0.36941 hartree. Number 2: Kohn-Sham gap 0.34867 hartree.